1.
Here is an isolated molecule of C4H5NO in a non-equilibrium geometry from OMol25. Energies are from ωB97M-V/def2-TZVPD.

CARTESIAN COORDINATES (ANGSTROEM)
O  -1.959  0.648  -0.902
C  -1.415  -0.232  -0.295
N  0.278  0.951  0.947
C  0.864  0.917  -0.341
C  0.025  -0.276  0.091
C  0.770  -1.447  0.244
H  -1.960  -1.132  0.004
H  0.949  0.639  1.647
H  0.365  1.519  -1.090
H  1.931  0.759  -0.434
H  0.153  -2.346  0.130

Results
- E_HOMO (eV) = -8.9207
- net charge = 0
- Kohn-Sham gap (eV) = 8.03
- multiplicity = 1
- relative energy (zero: lowest compared OMol25 entry of this formula, charge and spin) (kcal/mol) = 120.59
- calculated total energy (eV) = -7761.2973

2.
Here is an isolated molecule of C4H5NO in a non-equilibrium geometry from OMol25. Energies are from ωB97M-V/def2-TZVPD.

CARTESIAN COORDINATES (ANGSTROEM)
C  1.728  0.095  0.180
C  0.241  0.068  -0.002
N  -0.717  1.005  0.057
C  -2.019  0.453  -0.195
C  -1.704  -0.835  -0.401
O  -0.321  -1.061  -0.346
H  2.019  -0.465  1.078
H  2.073  1.123  0.280
H  2.246  -0.372  -0.669
H  -1.231  1.680  0.619
H  -2.315  -1.691  -0.602

Results
- E_HOMO (eV) = -8.3589
- net charge = 0
- Kohn-Sham gap (eV) = 9.08
- multiplicity = 1
- relative energy (zero: lowest compared OMol25 entry of this formula, charge and spin) (kcal/mol) = 81.34
- calculated total energy (eV) = -7762.9991

3.
Here is an isolated molecule of C4H5NO from OMol25. Energies are from ωB97M-V/def2-TZVPD.

CARTESIAN COORDINATES (ANGSTROEM)
C  0.022  0.635  2.154
C  0.661  0.627  1.134
C  1.166  0.496  -0.240
O  2.246  0.895  -0.634
N  0.231  -0.108  -1.032
C  -1.030  -0.644  -0.549
H  -0.582  0.599  3.031
H  0.446  -0.117  -2.023
H  -1.696  -0.809  -1.392
H  -1.510  0.052  0.137
H  -0.900  -1.589  -0.012

Results
- E_HOMO (eV) = -9.9173
- net charge = 0
- Kohn-Sham gap (eV) = 10.76
- multiplicity = 1
- relative energy (zero: lowest compared OMol25 entry of this formula, charge and spin) (kcal/mol) = 43.09
- calculated total energy (eV) = -7764.6578
- SMILES = C#CC(=O)NC

4.
Here is an isolated molecule of C4H5NO from OMol25. Energies are from ωB97M-V/def2-TZVPD.

CARTESIAN COORDINATES (ANGSTROEM)
C  -0.987  -0.777  -0.926
N  0.047  -1.184  -0.316
C  1.103  -0.177  -0.248
C  0.632  0.731  0.870
C  -0.656  0.758  1.164
O  -1.784  0.801  1.465
H  -1.922  -1.322  -0.823
H  -1.006  0.151  -1.513
H  1.227  0.355  -1.209
H  2.065  -0.633  0.009
H  1.280  1.296  1.525

Results
- E_HOMO (eV) = -9.0202
- net charge = 0
- Kohn-Sham gap (eV) = 9.95
- multiplicity = 1
- relative energy (zero: lowest compared OMol25 entry of this formula, charge and spin) (kcal/mol) = 47.71
- calculated total energy (eV) = -7764.4577
- SMILES = C=NCC=C=O

5.
Here is an isolated molecule of C4H5NO in a non-equilibrium geometry from OMol25. Energies are from ωB97M-V/def2-TZVPD.

CARTESIAN COORDINATES (ANGSTROEM)
N  1.603  1.033  -0.978
C  1.457  -0.068  -0.655
C  0.665  -1.078  0.046
C  -0.621  -0.324  0.419
C  -0.772  1.113  0.072
O  -1.409  0.072  -0.680
H  1.204  -1.431  0.930
H  0.451  -1.942  -0.590
H  -1.177  -0.771  1.255
H  -1.455  1.698  0.689
H  0.053  1.698  -0.508

Results
- E_HOMO (eV) = -10.1569
- net charge = 0
- Kohn-Sham gap (eV) = 11.05
- multiplicity = 1
- relative energy (zero: lowest compared OMol25 entry of this formula, charge and spin) (kcal/mol) = 56.91
- calculated total energy (eV) = -7764.0586
- SMILES = N#CC[C@H]1CO1

6.
Here is an isolated molecule of C4H5NO in a non-equilibrium geometry from OMol25. Energies are from ωB97M-V/def2-TZVPD.

CARTESIAN COORDINATES (ANGSTROEM)
N  2.940  -0.328  -0.741
C  1.972  0.051  -0.234
C  0.728  0.495  0.398
C  -0.405  -0.534  0.242
C  -1.614  0.032  -0.470
O  -1.701  1.164  -0.877
H  0.935  0.701  1.453
H  0.413  1.439  -0.061
H  -0.077  -1.417  -0.320
H  -0.742  -0.915  1.214
H  -2.450  -0.685  -0.604

Results
- E_HOMO (eV) = -10.5906
- net charge = 0
- Kohn-Sham gap (eV) = 11.29
- multiplicity = 1
- relative energy (zero: lowest compared OMol25 entry of this formula, charge and spin) (kcal/mol) = 15.49
- calculated total energy (eV) = -7765.8547
- SMILES = N#CCCC=O

7.
Here is an isolated molecule of C4H5NO in a non-equilibrium geometry from OMol25. Energies are from ωB97M-V/def2-TZVPD.

CARTESIAN COORDINATES (ANGSTROEM)
O  -1.913  1.127  -0.301
C  -0.744  0.449  -0.160
C  -0.511  -0.825  0.468
C  0.833  -1.069  0.387
N  1.426  -0.031  -0.336
C  0.439  0.889  -0.644
H  -2.614  0.605  0.096
H  -1.268  -1.466  0.905
H  1.404  -1.919  0.753
H  2.213  0.471  0.025
H  0.734  1.768  -1.193

Results
- E_HOMO (eV) = -8.0558
- net charge = 0
- Kohn-Sham gap (eV) = 9.03
- multiplicity = 1
- relative energy (zero: lowest compared OMol25 entry of this formula, charge and spin) (kcal/mol) = 17.58
- calculated total energy (eV) = -7765.7640
- SMILES = Oc1cc[nH]c1

8.
Here is an isolated molecule of C4H5NO in a non-equilibrium geometry from OMol25. Energies are from ωB97M-V/def2-TZVPD.

CARTESIAN COORDINATES (ANGSTROEM)
C  -1.303  0.621  -0.247
C  0.035  -0.031  -0.547
C  0.424  -0.939  0.533
O  0.044  -0.784  1.683
C  1.712  0.316  0.099
N  2.811  0.657  0.277
H  -1.179  1.186  0.670
H  -1.997  -0.189  0.061
H  -1.770  1.191  -1.057
H  0.280  -0.220  -1.596
H  0.944  -1.807  0.124

Results
- E_HOMO (eV) = -10.1704
- net charge = 0
- Kohn-Sham gap (eV) = 10.06
- multiplicity = 1
- relative energy (zero: lowest compared OMol25 entry of this formula, charge and spin) (kcal/mol) = 81.10
- calculated total energy (eV) = -7763.0098